Record 1
{
  "formula": "C51H78N13O14",
  "method": "ωB97M-V/def2-TZVPD",
  "species": ["C", "C", "C", "N", "C", "C", "C", "C", "C", "C", "H", "H", "H", "H", "H", "H", "H", "H", "H", "H", "H", "H", "H", "H", "H", "H", "H", "H", "H", "H", "C", "O", "N", "N", "H", "H", "H", "H", "C", "O", "N", "N", "H", "H", "H", "H", "C", "O", "N", "N", "H", "H", "H", "H", "C", "O", "N", "N", "H", "H", "H", "H", "C", "C", "C", "C", "C", "C", "O", "O", "H", "H", "H", "H", "H", "H", "C", "C", "C", "C", "C", "C", "O", "O", "H", "H", "H", "H", "H", "H", "C", "C", "C", "C", "C", "C", "O", "O", "H", "H", "H", "H", "H", "H", "C", "C", "C", "C", "C", "C", "O", "O", "H", "H", "H", "H", "H", "H", "C", "C", "C", "C", "C", "C", "O", "O", "H", "H", "H", "H", "H", "H", "C", "C", "N", "H", "H", "H", "C", "C", "N", "H", "H", "H", "C", "C", "N", "H", "H", "H", "C", "C", "N", "H", "H", "H"],
  "coordinates": [[-2.073766, 1.350581, -2.667597], [-1.556333, 0.819074, -1.339327], [-0.551191, -0.325817, -1.464135], [0.049192, -0.886756, -0.097019], [0.671949, -2.270645, -0.303199], [1.617109, -2.734860, 0.806765], [2.646196, -1.633056, 1.155066], [1.975707, -0.289785, 1.542872], [0.977353, 0.278589, 0.410058], [-1.095493, -1.059372, 0.961146], [-1.382585, 1.588219, -3.476228], [-2.755134, 2.151450, -2.380463], [-2.722895, 0.554195, -3.031599], [-2.458392, 0.515372, -0.808133], [-1.135778, 1.666581, -0.798072], [0.364811, -0.180651, -2.036824], [-0.984479, -1.198454, -1.952869], [0.995325, -2.262858, -1.344094], [-0.198588, -2.919021, -0.402618], [2.115403, -3.674124, 0.566793], [1.029067, -3.081518, 1.656553], [3.254143, -1.683302, 0.251756], [3.385826, -1.923049, 1.901365], [2.876206, 0.279267, 1.773930], [1.633590, -0.407440, 2.571088], [1.597492, 0.629396, -0.414848], [0.413947, 1.176690, 0.663246], [-1.968111, -1.498972, 0.478038], [-1.378337, -0.174459, 1.531265], [-0.727528, -1.747726, 1.721979], [-0.335240, 3.356612, -0.075314], [0.235754, 2.712462, -0.894539], [-0.271232, 3.202477, 1.215329], [-1.165883, 4.262457, -0.439735], [-0.601285, 4.003610, 1.734320], [0.120805, 2.404909, 1.695224], [-1.244850, 4.389911, -1.438536], [-1.890934, 4.616171, 0.167963], [-2.882157, -2.082928, -1.103443], [-1.880199, -2.691431, -0.966148], [-3.865178, -2.006640, -0.313024], [-3.121484, -1.602567, -2.265228], [-4.789131, -1.686295, -0.565604], [-3.857330, -2.389015, 0.621755], [-2.454387, -1.695835, -3.017818], [-4.012166, -1.190509, -2.503926], [2.278479, 1.161074, -2.382018], [3.197132, 1.810175, -1.894299], [0.979238, 1.623654, -2.509364], [2.412316, 0.006441, -2.955950], [0.834389, 2.530191, -2.088286], [0.265709, 0.948276, -2.743564], [1.784710, -0.531310, -3.536496], [3.387003, -0.178510, -2.766497], [-0.565012, 0.849845, 3.272281], [-0.753242, 1.611252, 2.324450], [0.605285, 0.896774, 3.897573], [-1.274468, -0.129394, 3.660145], [0.645367, 0.093950, 4.509076], [1.444858, 1.422670, 3.700935], [-0.805639, -0.876739, 4.151832], [-1.980565, -0.409001, 2.994296], [-3.203051, 1.574860, 2.095933], [-3.198908, 2.748840, 2.897329], [-3.300639, 2.651877, 4.278504], [-3.530251, 1.394790, 4.920587], [-3.631904, 0.218834, 4.175258], [-3.432989, 0.322539, 2.757579], [-3.855180, -0.781023, 2.061239], [-3.071708, 3.731248, 5.047911], [-2.874702, 1.768589, 1.085454], [-2.985896, 3.702688, 2.437773], [-3.554930, 1.428180, 5.999792], [-3.750200, -0.757539, 4.621478], [-3.419850, -0.729220, 1.207191], [-2.137322, 3.942234, 4.984589], [-4.231179, 3.227842, -0.038150], [-3.654054, 3.662110, -1.198031], [-3.094074, 4.989861, -1.321764], [-3.352884, 5.909033, -0.386178], [-3.990495, 5.520500, 0.795050], [-4.371856, 4.190415, 0.939677], [-4.916940, 3.772938, 2.179737], [-2.307885, 5.338193, -2.387716], [-4.394064, 2.167063, 0.082807], [-3.707055, 3.020765, -2.065367], [-2.902506, 6.872743, -0.572801], [-4.110685, 6.243211, 1.588539], [-5.351119, 4.400714, 2.761955], [-2.112248, 6.275922, -2.450846], [0.696585, -1.099463, -6.971842], [0.395662, -1.360080, -5.675930], [0.485972, -0.348171, -4.718507], [0.746218, 0.928006, -5.134376], [1.096947, 1.280565, -6.485651], [1.065345, 0.191852, -7.378982], [1.237102, 0.463270, -8.683402], [0.198961, -0.602366, -3.381897], [0.526230, -1.832664, -7.746307], [0.096022, -2.304672, -5.246554], [0.676204, 1.761435, -4.451080], [1.256547, 2.324388, -6.712279], [1.826205, 1.215079, -8.779992], [0.386775, -1.520429, -3.173334], [-0.175932, -4.223841, -1.913356], [0.505191, -5.376944, -1.454400], [1.759095, -5.655103, -1.876589], [2.330308, -4.865837, -2.874701], [1.728955, -3.803524, -3.567097], [0.438436, -3.488196, -3.032223], [-0.213015, -2.304826, -3.477822], [2.525158, -6.596866, -1.300374], [-1.158973, -3.947062, -1.562062], [0.133081, -6.082923, -0.726709], [3.307704, -5.191662, -3.198636], [2.148671, -3.155342, -4.322134], [-1.045673, -2.400009, -3.946023], [3.417354, -6.713643, -1.634986], [4.501515, -0.850457, 4.392126], [5.516030, -1.111842, 5.182670], [6.724157, -0.427221, 4.851188], [6.716256, 0.530500, 3.820360], [5.540756, 0.778761, 3.159013], [4.435133, 0.040608, 3.412883], [3.229459, 0.116435, 2.791020], [7.765426, -0.585269, 5.712573], [3.632502, -1.452951, 4.611724], [5.553533, -1.726977, 6.069585], [7.669177, 1.001409, 3.629119], [5.614043, 1.539703, 2.396134], [2.994987, 1.038452, 2.662522], [7.585743, -1.260533, 6.370843], [-1.713912, -5.319589, 1.803549], [-1.301141, -3.983032, 2.103599], [-0.943860, -2.913901, 2.341657], [-1.200262, -5.651249, 0.901178], [-2.735351, -5.413248, 1.434792], [-1.476726, -5.989263, 2.630219], [3.207847, 1.921892, 0.189160], [2.778144, 2.070066, 1.652454], [2.385418, 2.162754, 2.764394], [4.093958, 2.554627, 0.138833], [2.434474, 2.245147, -0.507614], [3.576304, 0.905511, 0.050116], [-5.580749, 1.039598, -1.594884], [-4.516318, 0.720309, -0.635183], [-3.658047, 0.434275, 0.089803], [-5.239930, 1.725300, -2.370606], [-6.511999, 1.279300, -1.081634], [-5.874160, 0.085628, -2.033000], [5.508975, -2.142201, 2.258152], [4.851806, -2.333494, 0.966308], [4.455326, -2.475770, -0.163293], [4.712171, -1.998087, 2.987836], [6.092432, -1.225859, 2.347531], [6.174953, -2.918795, 2.634309]],
  "atomic_forces_ev_per_a": [[-0.8, -1.0, 0.1], [1.2, -0.2, 0.1], [0.4, -1.7, 3.7], [-2.6, 2.6, 1.1], [-0.5, 1.0, 0.1], [0.2, 0.3, 0.8], [-3.8, 0.8, -1.0], [-6.8, -2.7, -6.7], [1.3, -3.1, 1.0], [1.1, 1.7, -1.7], [-0.1, 0.4, 0.3], [1.2, -0.5, -1.0], [-0.1, 0.1, -0.6], [2.1, -0.2, -0.9], [-0.4, -1.1, -0.2], [-1.0, 0.3, 3.6], [0.1, 0.8, 1.1], [1.2, 0.3, 0.7], [0.8, 0.5, 0.9], [0.2, 0.1, -0.8], [0.0, 0.6, 0.1], [-2.4, 2.2, 0.5], [-1.4, 0.0, 0.2], [-2.5, -0.7, -7.3], [-2.0, -0.2, -1.5], [-0.6, -1.1, 0.0], [-0.1, -1.4, 0.0], [1.3, 0.5, 0.9], [0.6, 0.3, -1.8], [0.3, 2.1, -1.6], [-0.1, 1.6, 3.6], [1.8, 0.3, 1.0], [1.9, 4.3, -1.2], [-1.1, 2.7, -1.1], [0.0, -0.6, 0.4], [0.5, 0.8, 0.0], [0.5, 0.0, 0.5], [1.0, -0.4, 0.1], [-0.9, -1.6, -2.5], [2.2, -2.1, 2.0], [-4.9, -1.2, 4.7], [-1.8, 2.4, -5.6], [0.5, 0.0, -0.1], [0.3, -0.3, -0.2], [-0.4, 0.2, 0.6], [0.3, 0.0, -0.1], [-4.9, 2.9, -2.1], [1.1, 0.0, -2.9], [4.4, 0.1, -2.0], [4.8, -3.0, 0.6], [-0.1, -0.6, -1.2], [0.7, 1.7, -0.1], [1.6, 0.8, 0.8], [0.2, -1.3, -0.9], [4.3, 2.2, -0.8], [-2.2, -3.6, 2.9], [-0.1, -1.2, 3.3], [-1.4, -4.2, 1.0], [1.0, 0.5, 0.4], [-0.9, 0.2, 0.2], [-0.3, 0.0, -0.1], [0.9, -0.6, 1.1], [-0.2, 0.5, 3.1], [1.6, -2.2, 1.1], [0.1, -2.6, -1.1], [0.0, 0.3, -1.1], [-0.8, 2.4, -0.9], [-4.3, 2.8, 0.2], [0.8, -1.4, 1.2], [0.0, 1.5, 1.1], [0.1, -0.3, 0.8], [1.0, -0.4, 0.5], [-0.1, -0.2, 0.1], [-0.2, 0.0, 0.0], [-0.1, 0.1, 0.0], [0.1, 0.2, 0.1], [0.4, 1.5, -0.4], [-0.1, 1.9, -1.3], [-3.0, -1.1, -2.1], [-0.5, 0.9, 1.0], [0.1, -0.3, -0.4], [-1.7, 1.3, 3.0], [-1.7, 0.1, -2.3], [-0.8, -0.9, -1.3], [-0.8, 2.0, 0.7], [0.1, 0.8, 0.3], [-0.2, 0.4, 0.5], [-0.2, -0.1, 0.2], [0.1, 0.7, -0.5], [-0.2, 0.2, 0.3], [0.0, 0.7, -1.5], [0.1, 0.0, 1.1], [-1.1, -0.3, -1.2], [0.6, 2.3, -2.2], [-1.1, -3.0, 2.4], [-0.2, 1.6, 0.9], [0.4, -0.7, -1.3], [1.3, 13.0, -7.3], [0.3, -0.1, -0.1], [0.4, -0.1, -1.8], [0.2, -0.3, -0.1], [0.1, -0.1, -0.4], [-0.1, 0.1, -0.1], [2.0, 1.9, 1.2], [2.3, -1.9, -3.5], [-1.6, 0.9, 0.4], [2.3, 1.4, -1.7], [0.8, 0.2, -1.4], [-2.6, -0.3, 2.6], [-0.7, -2.8, 1.2], [-4.5, -16.8, 0.0], [-0.8, -1.1, 1.1], [0.6, -0.7, -0.5], [-0.5, 0.3, 0.3], [0.3, 0.2, -0.1], [0.4, -0.4, -0.1], [0.0, -0.4, -0.1], [-0.1, 0.4, -0.4], [-3.6, -2.2, 2.6], [4.6, 1.1, 0.6], [-1.4, -0.1, 1.2], [1.4, -1.5, 2.0], [0.9, 1.4, -1.3], [-0.3, 2.4, 0.3], [11.4, -3.2, 12.3], [0.9, 0.5, -0.8], [-0.7, 0.1, -0.2], [-0.5, -0.4, -0.1], [-0.2, 0.4, -0.2], [-0.4, 0.1, -0.2], [0.6, 0.5, 2.6], [-0.2, -0.1, -0.1], [0.0, -0.9, -1.0], [-0.2, 1.0, 0.2], [-0.7, -5.0, 3.6], [0.6, -0.1, 0.2], [-0.3, 0.3, 0.7], [-0.3, 0.0, -0.1], [1.1, 1.2, 4.2], [-1.7, 2.9, -0.3], [1.4, 4.8, -4.0], [-0.2, 0.3, -0.4], [0.0, 0.4, 1.5], [-0.4, 0.2, 0.1], [-0.1, -1.2, 0.3], [-0.1, -0.9, 0.2], [-3.7, -0.3, -2.8], [-0.4, 0.0, 0.2], [0.3, 0.8, 0.1], [0.2, -0.1, -0.5], [-0.1, -0.6, 0.2], [2.3, -2.2, -6.1], [4.8, -0.8, 4.7], [0.7, -1.0, -0.6], [-0.1, -0.2, -0.7], [-0.2, -0.5, -0.7]],
  "de_lowest_kcal_mol": 974.9,
  "multiplicity": 1,
  "total_charge": 1,
  "total_energy_ev": -102141.05897,
  "homo_ev": -9.04
}

---

Record 2
{
  "formula": "C7H30O8",
  "method": "ωB97M-V/def2-TZVPD",
  "species": ["C", "C", "C", "C", "C", "C", "C", "H", "H", "H", "H", "H", "H", "H", "H", "H", "H", "H", "H", "H", "H", "O", "H", "H", "O", "H", "H", "O", "H", "H", "O", "H", "H", "O", "H", "H", "O", "H", "H", "O", "H", "H", "O", "H", "H"],
  "coordinates": [[1.642300, -0.968214, 3.234872], [1.362993, 0.208939, 2.312544], [2.200158, 0.741008, 1.435851], [3.539905, 0.137593, 1.171367], [1.742390, 1.868238, 0.555978], [1.589453, 1.416253, -0.895454], [0.994203, 2.460999, -1.889007], [2.511266, -1.511456, 2.872964], [0.781942, -1.626031, 3.295329], [1.990293, -0.564284, 4.184080], [0.370552, 0.600520, 2.538264], [3.419367, -0.911047, 0.853758], [4.223022, 0.060881, 2.019421], [4.109310, 0.523993, 0.338098], [0.815108, 2.321886, 0.918912], [2.444392, 2.708007, 0.593755], [2.507486, 0.958238, -1.251731], [0.828619, 0.647675, -0.871038], [0.610127, 3.352138, -1.396153], [0.289902, 2.073497, -2.615160], [1.876086, 2.748414, -2.450456], [-2.173148, -0.895483, 1.145513], [-1.667498, -0.348205, 0.528978], [-1.560478, -1.582373, 1.438033], [0.494210, -1.808157, -0.579727], [0.953205, -1.594459, -1.399336], [-0.056287, -1.003439, -0.649460], [-1.314639, -0.037410, -1.571059], [-1.238981, 0.920314, -1.496527], [-2.149093, -0.263832, -2.002832], [-3.937582, 1.417021, -1.032649], [-4.123837, 0.478508, -0.878564], [-3.743352, 1.776629, -0.159059], [-3.646460, -1.551378, -1.038712], [-4.204330, -2.335343, -1.069867], [-3.316480, -1.527666, -0.118055], [-1.166357, -4.101939, -0.222417], [-0.873121, -4.879745, -0.698114], [-0.442679, -3.457325, -0.221646], [-2.334215, 2.071153, 2.047833], [-2.226103, 1.119153, 1.948583], [-3.187113, 2.182865, 2.483287], [1.002057, -0.838020, -3.834431], [0.467451, -0.482332, -4.549699], [0.595966, -0.505788, -3.026258]],
  "atomic_forces_ev_per_a": [[1.1, 0.8, -1.0], [-0.5, -0.8, 1.3], [-0.5, 0.3, -0.2], [0.6, -1.5, -0.3], [0.3, 0.9, -0.2], [-1.7, 0.1, 0.0], [1.9, 0.0, 0.4], [-0.1, -0.4, -0.1], [0.0, 0.0, 0.4], [-0.5, -0.2, 0.4], [0.1, 0.5, -0.6], [-0.2, 0.1, 0.2], [-0.2, 0.4, 0.2], [0.0, 0.8, -0.1], [-0.2, -0.4, 0.0], [0.3, -0.1, 0.0], [0.0, 0.1, -0.2], [0.2, -0.6, 0.2], [-0.2, -0.1, 0.1], [-0.2, -0.2, 0.1], [-0.1, 0.6, -0.5], [0.1, 0.2, 0.4], [0.0, -0.2, -0.3], [0.0, 0.0, 0.0], [0.0, 0.9, -0.3], [0.8, -1.0, -0.1], [-0.5, -0.7, 0.6], [0.6, 0.2, 0.1], [-0.5, 0.1, -0.3], [-0.2, 0.1, 0.3], [0.1, -0.1, 0.1], [0.0, 0.0, -0.1], [0.0, 0.1, 0.0], [-0.4, 0.0, 0.3], [0.0, 0.0, -0.2], [0.2, 0.0, -0.3], [-0.3, 0.1, 0.4], [0.2, 0.0, -0.1], [0.0, -0.1, -0.4], [-0.1, 0.1, -0.2], [-0.1, -0.2, 0.2], [0.1, 0.0, 0.0], [0.2, 0.0, 0.1], [-0.1, 0.0, 0.0], [-0.3, 0.2, -0.2]],
  "de_lowest_kcal_mol": 0.0,
  "multiplicity": 1,
  "total_charge": 0,
  "total_energy_ev": -24125.70944,
  "homo_ev": -8.93
}

---

Record 3
{
  "formula": "C22H26ClN3O4S",
  "method": "ωB97M-V/def2-TZVPD",
  "species": ["O", "C", "C", "C", "C", "C", "Cl", "C", "S", "O", "O", "N", "C", "C", "O", "C", "C", "C", "N", "C", "C", "N", "C", "C", "C", "C", "C", "C", "C", "C", "C", "H", "H", "H", "H", "H", "H", "H", "H", "H", "H", "H", "H", "H", "H", "H", "H", "H", "H", "H", "H", "H", "H", "H", "H", "H", "H"],
  "coordinates": [[1.476274, 0.849314, 3.010518], [1.567606, 0.697686, 1.714010], [0.220130, 1.222998, 0.863626], [0.301828, 2.403059, 0.083246], [-0.909121, 2.568471, -0.608263], [-2.104174, 1.848660, -0.426093], [-3.517010, 2.532053, -1.193839], [-2.110719, 0.941051, 0.487849], [-3.820749, 0.195288, 0.868448], [-3.349995, -1.119114, 1.801110], [-4.825633, 1.096784, 1.417254], [-4.166852, -0.488946, -0.752413], [-3.521047, -1.857738, -1.118033], [-4.186466, -2.950438, -0.684956], [-5.582667, -2.866231, -1.104310], [-6.120244, -1.701305, -0.660523], [-5.589155, -0.276919, -1.140418], [-1.038392, 0.451094, 1.004608], [2.630480, 0.332084, 0.993644], [2.515627, -0.194961, -0.392060], [2.562038, -1.783145, -0.396642], [3.673050, -2.336521, 0.428647], [5.040408, -2.210187, -0.422262], [5.693666, -1.014035, -0.945745], [5.351904, -0.386798, -1.892123], [6.057275, 0.691022, -2.277947], [6.880152, 1.379201, -1.366800], [7.323651, 0.899597, -0.322032], [6.588772, -0.367982, 0.169553], [3.782750, -1.693073, 1.497763], [3.610667, -0.162104, 1.630099], [1.223141, 2.724036, -0.278107], [-0.841642, 3.500165, -1.013934], [-2.591097, -1.705353, -0.753886], [-3.326271, -1.641331, -2.025120], [-3.902281, -3.915887, -0.968862], [-4.216083, -2.978205, 0.542031], [-7.241086, -1.452485, -1.200063], [-6.095212, -1.474497, 0.302005], [-5.831985, 0.623704, -0.809822], [-5.458440, -0.244190, -2.334536], [-1.116552, -0.409576, 1.752670], [1.549984, -0.042246, -0.991474], [3.329489, 0.289412, -0.805616], [2.708271, -1.843366, -1.524612], [1.644684, -2.185948, 0.112425], [5.775567, -2.875307, 0.151127], [4.826080, -3.046481, -1.377076], [4.731467, -0.637352, -2.959754], [5.728964, 1.390697, -3.093023], [7.379666, 2.489302, -1.634808], [7.808661, 1.327756, 0.584510], [6.819551, -0.918604, 0.887884], [4.627714, -1.940050, 1.990437], [2.987924, -2.352717, 2.046683], [3.600607, 0.068675, 2.759121], [4.470046, 0.512100, 1.297852]],
  "atomic_forces_ev_per_a": [[0.9, -1.0, -5.4], [-4.7, 2.6, 3.5], [1.3, -2.1, 1.4], [-3.2, -5.3, 0.6], [0.5, -0.1, 1.2], [1.4, 6.3, -3.6], [0.2, -0.2, 0.0], [-6.4, -2.8, 0.9], [2.9, -7.0, 2.4], [-2.1, 5.4, -3.6], [1.2, -0.9, -1.4], [0.9, 1.8, 2.3], [-0.2, 6.0, 4.0], [-5.0, -3.6, 5.4], [1.0, 0.1, -0.3], [-6.1, 4.2, -6.1], [5.2, -6.9, -4.9], [6.6, -1.1, 4.4], [-9.3, 2.2, -3.6], [-2.8, -1.6, 1.1], [0.8, 1.6, -0.2], [2.5, -2.5, -13.4], [-1.4, -6.9, -1.5], [4.6, -5.8, 17.2], [-4.5, 6.0, -16.8], [0.3, 5.9, -0.3], [-0.3, 6.9, -9.5], [-0.2, -7.9, 12.8], [-1.4, 5.5, -12.5], [-3.2, 3.1, 8.9], [8.7, -1.5, 5.5], [1.3, 1.4, 0.0], [-1.0, 2.2, -2.4], [3.2, -0.3, 1.9], [0.5, 0.4, -7.2], [0.9, -1.2, -0.8], [0.3, 0.2, -2.9], [2.3, -2.0, 2.1], [-0.4, -0.4, 4.9], [-2.2, 3.5, 1.9], [-0.9, 0.1, 2.4], [0.3, 1.3, -1.2], [1.3, 0.7, 1.4], [1.5, 0.4, -1.8], [-0.4, -1.5, 1.5], [0.4, 0.4, -1.2], [-1.0, 1.3, -0.3], [0.4, 2.6, 2.4], [0.8, -0.5, 3.6], [0.3, -1.4, 0.3], [-1.7, -3.0, 0.1], [0.3, 0.3, -1.5], [2.0, -4.4, 6.5], [3.1, -0.8, 1.8], [0.4, 2.3, 1.0], [-0.5, -0.4, -1.7], [0.3, -1.7, 0.3]],
  "de_lowest_kcal_mol": 473.0,
  "multiplicity": 1,
  "total_charge": 0,
  "total_energy_ev": -59235.06106,
  "homo_ev": -8.44
}